Here is a 2-piece molecular cluster, C5H10O2 overall from the Open Molecules 2025 dataset. Energies are from ωB97M-V/def2-TZVPD.

HOMO energy   -6.7 eV
LUMO level   0.8322 eV
DFT total energy   -346.85147 a.u.
Energy above the lowest of the compared OMol25 structures with the same formula, charge and spin   456.75 kJ/mol

The geometry in ORCA input format:
```
! wB97M-V def2-TZVPD RIJCOSX def2/J DEFGRID3
* xyz 0 1
C 2.0872 0.7003 -0.6878
C 1.2048 -0.4210 -0.1503
C 0.7585 -0.3797 1.3064
O -0.5185 0.3531 1.1609
C -0.9540 0.1968 -0.0095
C -2.3260 0.5663 -0.4372
O -0.1131 -0.3464 -0.8475
H 2.2234 0.6314 -1.7733
H 3.0717 0.6311 -0.2117
H 1.6632 1.6808 -0.4417
H 1.6129 -1.3949 -0.4378
H 1.3799 0.2520 1.9466
H -0.7058 -2.1072 1.2632
H -1.3708 -2.3355 0.9829
H -2.2696 1.2310 -1.3069
H -2.8920 -0.3255 -0.7351
H -2.8518 1.0675 0.3789
*
```